C35H32IrN9O2S2 as an isolated structure. Source: OMol25; level of theory: the ωB97M-V functional and the def2-TZVPD basis.

Structure (XYZ):
```
81
Properties=species:S:1:pos:R:3
Ir -0.25150 0.40650 -0.55650
C 2.23350 1.38830 1.22250
N 2.15320 0.31120 0.24060
C 2.40440 -1.05410 0.69710
C 1.40960 -2.00110 0.09480
N 0.33450 -1.63150 -0.58210
C -0.31010 -2.78010 -0.98280
C -1.46570 -2.96900 -1.73440
C -1.83150 -4.26840 -2.01510
C -1.08090 -5.35710 -1.56660
C 0.05710 -5.18490 -0.80290
C 0.43460 -3.88140 -0.51360
N 1.50130 -3.33930 0.17610
C 1.35540 2.53310 0.81710
N 0.30200 2.41540 0.02240
C -0.31390 3.64810 -0.01900
C -1.48720 4.08230 -0.63210
C -1.86900 5.39170 -0.41700
C -1.10300 6.26560 0.36030
C 0.07080 5.85730 0.96400
C 0.44140 4.53430 0.77690
N 1.48830 3.78870 1.27450
H 3.25980 1.74400 1.39100
H 1.84900 1.01810 2.18180
H 2.73920 0.52610 -0.56070
H 2.31930 -1.10480 1.78870
H 3.41310 -1.39620 0.43320
H -2.03260 -2.12840 -2.10480
H -2.70810 -4.45410 -2.61080
H -1.39210 -6.35380 -1.83040
H 0.63930 -6.02760 -0.46800
H 2.22460 -3.86360 0.64800
H -2.09030 3.41550 -1.23000
H -2.78650 5.75310 -0.85550
H -1.44340 7.27990 0.49980
H 0.66000 6.53080 1.56670
H 2.19920 4.14000 1.89820
C -10.65790 0.54630 0.76900
O -9.46790 1.03490 1.35120
C -8.73480 0.29340 2.16010
C -7.49470 0.86420 2.53780
C -6.60390 0.16760 3.29610
C -6.90230 -1.16460 3.69320
C -8.17240 -1.70310 3.39250
C -9.06710 -0.99450 2.63430
N -6.01270 -1.89120 4.37860
N -4.78860 -1.83440 4.51100
C -3.80330 -1.57470 3.66270
C -2.53440 -1.25800 4.19820
C -1.56390 -0.74990 3.39230
C -1.78030 -0.44520 2.00460
O -0.81820 0.14460 1.38850
C -3.01850 -0.85510 1.43410
N -3.34560 -0.63800 0.10220
C -4.38210 -1.30340 -0.47190
C -5.17690 -2.16570 0.22090
C -5.00100 -2.27190 1.60450
C -3.96890 -1.57760 2.22040
H -10.91390 1.26520 -0.00720
H -11.46780 0.51340 1.50460
H -10.51920 -0.44580 0.32960
H -7.28450 1.86430 2.19270
H -5.65530 0.59920 3.58470
H -8.41800 -2.68700 3.76030
H -10.03370 -1.42490 2.43120
H -2.37630 -1.38940 5.25780
H -0.58830 -0.51860 3.79020
H -4.54640 -1.08660 -1.51380
H -5.95310 -2.71300 -0.28400
H -5.64710 -2.91790 2.17390
S -2.70590 0.61180 -0.88490
C 0.35840 0.62570 -2.50180
N 0.33530 1.73240 -3.20760
C 0.89250 1.74770 -4.55580
C 1.02850 0.29700 -4.99910
S 0.95100 -0.68320 -3.44540
H 0.01650 2.61120 -2.82000
H 1.86870 2.24500 -4.53020
H 0.23260 2.31250 -5.21660
H 1.96870 0.08620 -5.49810
H 0.21660 -0.04030 -5.63870
```

Its total energy is -2896.082893 Eh. The spin multiplicity is 2. Its highest occupied orbital energy (alpha / beta) is -14.58 / -15.72 eV. The total charge is +3. The HOMO-LUMO gap (alpha / beta) comes out at 5.4470 / 6.5392 eV. The LUMO energy (alpha / beta) comes out at -9.13 / -9.18 eV.



C35H32N4O15S2 as an isolated structure. Source: OMol25; level of theory: the ωB97M-V functional and the def2-TZVPD basis.

Structure (XYZ):
```
88
Properties=species:S:1:pos:R:3
C -0.70179 -0.93356 2.35267
C -1.71631 -1.94023 1.91185
O -2.31855 -2.66067 2.65097
O -1.90493 -1.99906 0.54803
C -2.86860 -1.02215 0.09048
C -3.36661 -1.40682 -1.29290
C -4.83259 -1.85148 -1.28636
C -5.83145 -0.68729 -1.19135
C -6.36204 -0.43054 0.22665
C -5.88456 0.82213 0.89838
C -4.89832 1.62360 0.43406
C -4.40902 2.77010 1.13242
C -3.26326 3.55405 0.53877
C -2.28678 2.64669 -0.18710
S -0.94694 3.56954 -1.00704
C 0.38103 2.74853 -0.27322
N 1.07765 3.04693 0.75453
N 1.99979 2.00278 0.91796
C 1.76179 1.17378 -0.02105
O 0.76622 1.56516 -0.82295
C -4.95358 3.13241 2.31846
C -6.01114 2.35205 2.84304
N -6.66321 2.54475 3.98899
S -7.73224 1.35689 4.10982
N -7.44202 0.55163 2.76968
C -6.46602 1.20260 2.13801
H -0.89699 -0.65712 3.37982
H -0.76427 -0.04468 1.73037
H 0.29529 -1.33997 2.24736
H -3.68407 -1.00311 0.80980
H -2.37732 -0.05050 0.07828
H -3.28539 -0.54684 -1.95493
H -2.73613 -2.19392 -1.69190
H -4.98907 -2.52799 -0.44978
H -5.02383 -2.42718 -2.18606
H -5.38599 0.20784 -1.61053
H -6.68525 -0.92597 -1.81592
H -7.44718 -0.38527 0.20880
H -6.12888 -1.27261 0.87371
H -4.43595 1.37533 -0.50430
H -3.60222 4.35022 -0.11938
H -2.73083 4.04701 1.34728
H -2.77944 2.06100 -0.94989
H -1.81550 1.97332 0.52068
H 2.24880 0.24118 -0.23559
H -4.60166 3.99662 2.85721
C 5.33398 3.32318 1.75821
C 5.65818 4.31820 2.59893
C 7.08631 4.59616 3.00866
O 7.26970 5.53265 3.76334
C 8.13683 3.74319 2.49002
C 7.81259 2.75081 1.65100
C 6.38677 2.49318 1.22692
O 6.22300 1.57132 0.44257
O 8.69222 1.91664 1.11972
O 4.77784 5.13893 3.14067
H 4.31447 3.11028 1.46900
H 9.15376 3.93853 2.79875
H 8.18506 1.30608 0.54932
H 5.28739 5.75793 3.69912
C 6.62492 -2.79233 -1.86866
C 5.96657 -1.73621 -1.36280
C 4.53502 -1.84652 -0.88636
O 4.02124 -0.83399 -0.44474
C 3.85729 -3.11844 -0.98886
C 4.51857 -4.16857 -1.49512
C 5.95290 -4.06933 -1.96006
O 6.45606 -5.09158 -2.38953
O 3.99101 -5.37197 -1.63693
O 6.49681 -0.53643 -1.22752
H 7.64783 -2.72989 -2.21128
H 2.83071 -3.17382 -0.65687
H 4.69380 -5.93250 -2.02210
H 5.82108 0.04661 -0.81266
C -1.96534 -1.81607 -3.52506
C -0.94200 -1.24875 -2.87144
C -0.03873 -2.03991 -1.95357
O 0.86223 -1.41685 -1.41508
C -0.31073 -3.44351 -1.74653
C -1.34174 -4.00899 -2.39405
C -2.22779 -3.22662 -3.33702
O -3.12240 -3.84387 -3.88275
O -1.67547 -5.27780 -2.27515
O -0.64479 0.03813 -2.95531
H -2.61694 -1.25927 -4.18346
H 0.32640 -3.99940 -1.07238
H -2.45396 -5.41160 -2.85196
H 0.11872 0.20319 -2.36675
```

Its total energy is -3496.870719 Eh. Its highest occupied orbital energy is -9.09 eV. The total charge is 0. The HOMO-LUMO gap comes out at 7.3868 eV. The LUMO energy comes out at -1.70 eV.



A 3-piece molecular cluster, C35H33BF8O2 overall. Source: OMol25; level of theory: the ωB97M-V functional and the def2-TZVPD basis.

Structure (XYZ):
```
79
Properties=species:S:1:pos:R:3
F 2.82949 -7.05722 -3.27546
C 1.86893 -6.07083 -3.26255
C 1.47947 -5.50890 -4.47533
C 0.61223 -4.40484 -4.44107
C 0.12780 -3.93698 -3.23485
C 0.49890 -4.54090 -1.99492
C -0.17526 -4.04521 -0.84913
C 0.01895 -4.32797 0.52462
C -1.01377 -3.87781 1.41167
C -1.02894 -4.23408 2.74694
C -0.06069 -5.11778 3.24471
C 1.00831 -5.45451 2.41371
F 2.01172 -6.24799 2.92806
C 1.11159 -5.05395 1.08722
C 1.38274 -5.65564 -2.03218
H 1.87083 -5.89756 -5.40832
H 0.31310 -3.91656 -5.36773
H -0.55547 -3.08385 -3.19756
H -1.13218 -3.55406 -1.08014
H -1.81670 -3.25426 1.00921
H -1.81364 -3.85841 3.40523
H -0.12898 -5.53714 4.24252
H 1.99582 -5.28887 0.49892
H 1.67290 -6.15306 -1.11278
C -0.84320 4.86736 -1.94452
C -1.13177 4.23543 -0.60424
C -0.99156 5.34629 0.44820
C -2.48975 3.37801 -0.47797
C -3.72066 4.09079 0.05079
C -2.85052 2.67912 -1.79249
O -2.14360 2.38678 0.51179
B -0.77402 2.49353 0.62319
C -0.03977 2.06826 1.89219
C 1.32741 2.35638 2.00988
C 1.93462 2.26138 3.24536
C 3.38352 2.64077 3.36634
F 3.53181 3.74156 4.16990
F 4.13009 1.63511 3.91893
F 3.95063 2.94131 2.15874
C 1.21572 1.85721 4.37123
C -0.11850 1.50895 4.21022
C -0.96648 1.07045 5.36974
F -1.48377 -0.18704 5.16221
F -0.29957 1.03978 6.55268
F -2.03809 1.92066 5.52111
C -0.75266 1.58183 2.98323
C 0.13080 -1.10680 -0.83182
C 0.62836 -0.96776 0.55910
C 0.54421 -0.26702 -1.88089
C -0.24510 -0.16242 -3.07793
C 0.28116 0.37714 -4.24229
C 1.55164 0.96789 -4.22172
C 2.28676 1.02655 -3.02327
C 1.77643 0.47824 -1.85519
O -0.11662 3.25950 -0.33527
H -1.59360 5.64714 -2.13818
H 0.15096 5.33266 -1.90349
H -0.85689 4.14760 -2.76905
H -1.63095 6.20081 0.18890
H -1.20754 4.99995 1.47089
H 0.05738 5.67594 0.43249
H -3.99086 4.93192 -0.59564
H -4.56465 3.39192 0.04988
H -3.57467 4.42062 1.08504
H -3.18779 3.40689 -2.54256
H -2.00923 2.10714 -2.20775
H -3.69320 1.99742 -1.62564
H 1.89857 2.63353 1.13130
H 1.67586 1.83103 5.35205
H -1.78329 1.25680 2.87454
H -0.73921 -1.73452 -0.97174
H -0.17659 -1.15063 1.28402
H 1.41364 -1.71105 0.77977
H 1.01293 0.03934 0.79388
H -1.25461 -0.58455 -3.05880
H -0.30203 0.32873 -5.16649
H 1.99254 1.33474 -5.14521
H 3.27657 1.49561 -3.01676
H 2.34200 0.56010 -0.91949
```

Its total energy is -2327.795283 Eh. Its highest occupied orbital energy is -6.04 eV. The total charge is 0. The HOMO-LUMO gap comes out at 3.9640 eV. The LUMO energy comes out at -2.07 eV.



- The highest total charge belongs to which entry?
  C35H32IrN9O2S2



- The highest total charge belongs to which entry?
  C35H32IrN9O2S2



- Which of these has the highest total charge?
  C35H32IrN9O2S2